[1]
This record from OMol25 describes the ion C6H12N with charge +1 in a non-equilibrium geometry. The level of theory is the ωB97M-V functional and the def2-TZVPD basis.

```
19
Properties=species:S:1:pos:R:3:forces:R:3
C 0.4559 0.6791 -1.6815 -2.41 3.36 -12.16
C 0.6081 0.2229 -0.4870 4.08 -3.63 15.03
C -1.2307 -1.3263 0.0122 -2.62 -1.40 -0.42
C -0.3354 -2.1569 -0.8604 -1.25 -3.10 -0.30
C -0.1445 1.8766 1.3331 -0.91 -0.87 -0.88
C 1.0237 1.0153 0.9949 1.03 0.76 -4.74
N 0.2182 -1.0978 -0.0518 1.87 1.94 0.01
H 0.2285 0.0475 -2.5849 0.53 0.58 1.15
H 0.6897 1.6891 -1.9351 -0.05 0.48 0.05
H -2.0115 -0.8002 -0.6272 1.77 0.37 1.03
H -1.6063 -1.5488 1.0115 0.21 -0.52 -0.40
H -0.0331 -3.1889 -0.5638 -0.13 1.10 0.11
H -0.5535 -2.1807 -1.9641 0.79 1.04 1.22
H 0.0055 2.6859 1.9821 0.55 0.69 1.51
H -0.9379 1.2159 1.6551 -0.53 0.28 0.35
H -0.4826 2.3988 0.4480 -0.23 -0.06 -0.55
H 1.9565 1.6309 0.8686 -0.82 -0.54 -0.32
H 1.3203 0.2546 1.6520 -0.02 -1.09 1.25
H 0.8291 -1.4171 0.7982 -1.84 0.61 -1.92
```
Forces are in eV/Å.

Output
Charge = +1
HOMO energy (alpha / beta) = -9.855 / -15.485 eV
Kohn-Sham gap (alpha / beta) = 6.48 / 8.55 eV
2S+1 = 3


[2]
This record from OMol25 describes an isolated molecule of C13H18N2O5 in a non-equilibrium geometry. The level of theory is the ωB97M-V functional and the def2-TZVPD basis.

```
38
Properties=species:S:1:pos:R:3:forces:R:3
C 1.1854 -3.3797 0.6698 -1.54 -1.19 0.91
C 0.6346 -3.0226 -0.7531 0.34 0.92 2.08
O 0.8066 -3.9457 -1.7667 -0.78 -0.84 -0.04
C -0.8912 -2.7857 -0.5046 -1.42 -0.37 -0.07
N -1.6104 -4.0949 -0.4474 -0.03 0.40 -1.83
C -1.4451 -1.9700 -1.6591 -0.92 -2.52 -1.03
O -2.1768 -2.4617 -2.5234 0.31 0.11 0.65
N -0.9925 -0.7527 -1.7660 1.75 2.24 0.88
C -0.3850 -0.0087 -0.6096 -2.65 0.79 -1.41
C 0.4855 1.1381 -1.1227 0.75 -1.54 -0.43
C 0.9313 1.9770 0.0362 2.04 1.20 0.10
C 2.2775 1.8785 0.5441 -0.67 -1.21 -0.33
C 2.6894 2.5663 1.6831 -0.57 0.59 -1.05
C 1.8532 3.5977 2.1819 0.23 -1.87 -1.13
O 2.1643 4.3169 3.2497 1.94 -0.05 2.24
C 0.6608 3.8529 1.5514 -1.67 -0.24 -0.68
C 0.1599 3.0296 0.5275 0.19 0.16 -1.10
C -1.6187 0.6671 0.0425 0.88 0.78 -2.37
O -2.3384 1.3559 -0.6540 -0.09 -0.45 0.46
O -1.7733 0.5572 1.3253 -1.40 -0.07 1.40
H 0.4626 -4.1873 1.0705 1.17 1.15 -0.40
H 1.1537 -2.5314 1.3974 -0.35 -0.29 -0.79
H 2.1804 -3.7771 0.8195 0.36 -0.18 -0.79
H 1.1263 -2.1127 -1.0989 -0.12 0.19 0.06
H -0.0517 -4.4212 -1.7703 0.78 -0.34 -0.16
H -1.1082 -2.2044 0.4293 0.49 -0.76 -0.59
H -2.2262 -4.0947 0.3320 -0.37 -0.17 0.72
H -2.2403 -4.2386 -1.3028 1.29 0.76 1.41
H -1.3484 -0.2586 -2.5699 0.02 0.45 0.16
H 0.0979 -0.6776 0.0604 0.56 -0.29 0.38
H -0.1132 1.6309 -1.9161 0.56 0.12 0.57
H 1.3621 0.6022 -1.5772 -0.60 0.82 0.11
H 3.0120 1.1874 0.0319 -1.02 0.70 0.73
H 3.7039 2.4086 2.0351 -0.12 0.14 0.22
H 2.9148 3.8573 3.7364 -1.33 1.05 -0.90
H 0.0123 4.6512 1.8865 0.24 0.17 0.20
H -0.7566 3.2584 -0.0965 0.87 -0.05 1.41
H -2.6460 1.0170 1.4550 0.87 -0.33 0.44
```
Forces are in eV/Å.

Output
Charge = 0
SMILES string = C[C@@H](O)[C@H](N)C(=O)N[C@@H](Cc1ccc(O)cc1)C(=O)O
HOMO energy = -8.794 eV
Kohn-Sham gap = 9.20 eV


[3]
This record from OMol25 describes the ion C8H12F3NP with charge +1 in a non-equilibrium geometry. The level of theory is the ωB97M-V functional and the def2-TZVPD basis.

```
25
Properties=species:S:1:pos:R:3:forces:R:3
C 2.3019 1.2236 -0.3795 -2.25 4.82 -1.50
C 0.9496 0.9938 0.3467 0.74 -1.92 -2.21
C -0.1347 1.8728 -0.0545 1.04 2.57 -0.63
C -1.4839 1.6739 -0.0509 0.01 -0.71 0.20
C -2.0449 0.4130 -0.1365 4.69 -6.24 -1.54
C -3.5218 0.0722 -0.2981 0.86 -1.50 -2.12
F -3.8111 -0.7649 0.6686 -0.51 -0.38 0.36
F -4.3218 1.0965 -0.2875 -0.38 1.06 0.40
F -3.6906 -0.5378 -1.5282 0.27 0.52 1.56
N -1.1030 -0.9486 -0.4668 -5.48 5.32 1.02
P 0.3898 -0.7962 0.0327 1.44 -0.31 2.34
C 0.7202 -1.4524 1.6919 -1.71 0.18 1.28
C 1.3910 -1.8043 -1.0458 -0.90 -2.03 -2.35
H 2.9913 0.5307 -0.1698 2.62 -2.49 1.22
H 2.6490 2.2621 -0.1355 0.10 -0.97 0.54
H 2.3329 1.3663 -1.4727 -0.90 -0.74 0.12
H 1.2287 1.0685 1.3851 -0.63 -0.12 0.68
H 0.3421 2.8203 -0.4687 -1.39 -0.71 0.66
H -2.2639 2.3847 -0.1809 0.09 1.36 -0.25
H 1.7068 -1.3362 2.0570 1.26 0.58 0.00
H 0.5236 -2.4717 1.8306 0.01 -2.13 -1.03
H 0.0391 -1.2332 2.5523 0.23 1.33 -0.95
H 2.4569 -1.7875 -0.9575 0.79 1.18 -0.15
H 1.0090 -1.7364 -2.1737 1.01 0.04 2.51
H 1.3437 -2.9091 -0.7584 -1.01 1.31 -0.16
```
Forces are in eV/Å.

Output
Charge = +1
SMILES string = C[C@H]1C=CC(C(F)(F)F)=[N+]=P1(C)C
HOMO energy (alpha / beta) = -13.920 / -13.917 eV
Kohn-Sham gap (alpha / beta) = 7.54 / 7.54 eV


[4]
This record from OMol25 describes a structure of composition C21H34AsBrF3N4SSi2Zn. The level of theory is the ωB97M-V functional and the def2-TZVPD basis.

```
68
Properties=species:S:1:pos:R:3:forces:R:3
Zn 0.4259 -0.9867 0.2795 0.12 0.39 0.60
Br -0.4206 -3.9122 2.0122 -0.03 0.07 0.05
C -1.7802 -2.9843 1.0968 -0.03 0.13 0.01
C -3.0146 -3.6013 0.9841 -0.07 0.00 0.00
C -4.0319 -2.9222 0.3393 -0.08 -0.12 0.02
C -3.7907 -1.6534 -0.1634 -0.07 0.06 -0.03
C -2.5305 -1.1227 -0.0161 0.21 0.06 0.05
N -1.5228 -1.7725 0.6030 -0.15 -0.06 -0.32
H -3.1604 -4.5900 1.3930 0.00 0.02 0.01
H -5.0065 -3.3823 0.2330 0.04 0.02 0.01
H -4.5629 -1.0863 -0.6654 0.05 -0.02 0.02
H -2.2929 -0.1369 -0.4009 0.02 -0.05 0.02
S 0.2457 1.5238 0.3172 -0.21 -0.14 -0.05
C 1.4725 1.9318 1.4510 0.12 -0.06 0.12
N 2.6286 1.2807 1.5060 0.07 0.04 -0.11
C 3.7412 1.6579 2.3788 -0.09 -0.03 -0.01
C 3.1803 2.2853 3.6406 -0.03 -0.05 0.01
C 2.2646 3.4317 3.2573 -0.07 -0.05 -0.06
N 1.2693 2.9400 2.2992 -0.04 0.07 0.00
H 2.7894 0.6020 0.7759 0.04 -0.10 0.01
H 4.3976 2.3596 1.8594 0.02 -0.01 -0.04
H 4.3178 0.7621 2.6028 -0.02 -0.04 -0.02
H 3.9873 2.6388 4.2804 -0.01 0.01 -0.02
H 2.6067 1.5382 4.1942 0.03 -0.03 0.05
H 2.8341 4.2523 2.8186 0.01 0.03 -0.04
H 1.7353 3.8175 4.1256 -0.04 0.01 0.01
H 0.3891 3.4182 2.2026 -0.03 0.01 0.03
F 2.1958 -1.8134 7.1069 -0.01 0.01 0.03
C 1.0792 -1.1815 6.7364 0.03 0.00 -0.04
F 0.0360 -1.8349 7.2607 -0.01 -0.01 0.02
F 1.1000 0.0480 7.2760 0.01 0.01 0.03
C 0.9566 -1.0897 5.2343 0.02 -0.01 0.06
C -0.1464 -0.4528 4.6915 -0.11 0.08 0.03
C -0.2422 -0.3679 3.3161 0.08 0.01 -0.13
N 0.6826 -0.8798 2.4994 0.17 -0.23 0.10
C 1.7425 -1.4944 3.0326 -0.11 0.11 -0.01
C 1.9228 -1.6191 4.4000 0.09 -0.01 -0.03
H -0.9159 -0.0297 5.3253 0.03 -0.02 -0.04
H -1.0796 0.1316 2.8414 0.02 -0.03 -0.01
H 2.4582 -1.9090 2.3302 -0.02 0.01 -0.02
H 2.7933 -2.1228 4.7978 -0.04 0.01 -0.03
C 0.3402 -4.7641 -1.2427 -0.17 -0.15 0.13
Si 1.5583 -3.6612 -2.1149 0.20 0.11 0.17
C 0.7223 -3.0980 -3.6777 -0.13 0.13 -0.24
C 3.0810 -4.6570 -2.4939 0.19 -0.14 -0.16
As 2.3502 -1.9198 -0.7204 -0.10 -0.07 -0.11
Si 2.8256 -0.3344 -2.4071 0.08 -0.17 0.24
C 1.3520 0.4001 -3.2624 -0.28 0.12 -0.17
C 3.9833 -1.1564 -3.6096 0.13 -0.12 -0.20
C 3.7689 1.0715 -1.6159 0.11 0.23 0.14
H 0.0373 -5.5568 -1.9363 0.02 0.05 0.06
H -0.5621 -4.2229 -0.9425 0.06 -0.08 -0.07
H 0.7742 -5.2355 -0.3587 -0.06 0.02 -0.06
H 0.4332 -3.9825 -4.2569 0.01 0.07 0.04
H 1.3603 -2.4793 -4.3107 -0.07 -0.06 0.01
H -0.1858 -2.5298 -3.4536 0.04 -0.05 -0.04
H 2.8426 -5.5397 -3.0979 0.03 0.08 0.05
H 3.5421 -4.9915 -1.5614 0.00 -0.02 -0.05
H 3.8221 -4.0636 -3.0364 -0.04 -0.07 0.04
H 0.7344 -0.3532 -3.7532 0.02 0.07 0.01
H 1.6895 1.1111 -4.0254 -0.05 -0.04 0.05
H 0.7309 0.9459 -2.5458 0.05 -0.02 -0.07
H 3.4977 -1.9373 -4.1990 0.07 0.05 0.02
H 4.8219 -1.6127 -3.0758 -0.03 0.04 -0.05
H 4.3873 -0.4131 -4.3057 -0.03 -0.07 0.04
H 3.0932 1.7537 -1.0902 0.09 -0.02 -0.04
H 4.2793 1.6551 -2.3897 -0.04 -0.04 0.05
H 4.5334 0.7049 -0.9228 -0.03 0.06 -0.04
```
Forces are in eV/Å.

Output
Charge = +1
HOMO energy = -10.224 eV
Kohn-Sham gap = 7.42 eV


[5]
This record from OMol25 describes a structure of composition C31H32F4N7SY in a non-equilibrium geometry. The level of theory is the ωB97M-V functional and the def2-TZVPD basis.

```
76
Properties=species:S:1:pos:R:3:forces:R:3
Y 0.4125 0.1203 0.4664 -1.44 -2.13 0.04
C 3.8459 -1.6487 -2.5429 -0.02 -0.06 0.12
C 2.6819 -1.7221 -1.5930 0.25 -0.02 -0.20
N 2.7498 -1.4161 -0.3563 -0.61 0.18 0.36
N 3.9272 -1.0099 0.1497 0.63 0.18 -0.07
C 4.1848 -0.9720 1.4951 -0.28 -0.19 0.15
N 5.3317 -0.3197 1.7961 0.13 0.14 -0.16
S 3.2638 -1.7266 2.6320 -0.14 0.02 0.02
C 1.3726 -2.2070 -2.0858 -0.30 -0.07 -0.15
C 1.3002 -3.0704 -3.1747 0.11 0.05 0.08
C 0.0659 -3.5418 -3.5877 -0.08 0.03 0.04
C -1.0669 -3.1319 -2.9076 0.10 -0.05 -0.08
C -0.9078 -2.2619 -1.8421 -0.17 0.04 0.07
N 0.2732 -1.8091 -1.4357 0.09 0.24 0.31
H 4.4277 -0.7390 -2.3797 -0.03 0.00 -0.06
H 3.5017 -1.6258 -3.5721 0.01 -0.01 -0.03
H 4.5155 -2.5020 -2.4070 0.00 0.01 -0.01
H 4.6536 -0.6818 -0.4705 -0.04 -0.02 -0.06
H 5.5983 0.4609 1.2136 -0.08 0.08 0.01
H 5.4520 -0.1617 2.7821 0.05 -0.03 0.05
H 2.1989 -3.3908 -3.6816 0.02 0.01 0.00
H -0.0053 -4.2166 -4.4303 0.00 -0.01 0.01
H -2.0525 -3.4718 -3.1912 -0.01 0.03 0.01
H -1.7751 -1.9109 -1.2931 0.04 0.04 0.01
C 0.4112 0.3744 4.1736 -0.10 0.16 -0.05
C 0.0447 1.7664 3.6795 0.16 -0.11 0.08
N -0.8208 1.7441 2.4889 0.26 -0.11 -0.52
C -0.8627 3.0714 1.8418 -0.05 0.16 0.01
C -1.3453 4.2390 2.7050 0.06 -0.16 -0.03
C -2.1611 1.2249 2.8024 -0.08 -0.20 -0.10
C -2.6764 0.1407 1.8446 0.12 0.11 0.03
N -1.6034 -0.7493 1.4255 0.36 0.45 -0.36
C -1.8285 -2.0775 1.3916 -0.20 -0.61 0.00
C -0.7125 -2.9430 1.3248 -0.07 0.26 0.05
F 0.5122 -2.3382 1.2893 -0.08 0.06 0.09
C -0.7767 -4.3104 1.2847 -0.10 -0.07 -0.02
F 0.3580 -5.0185 1.2161 0.09 0.01 0.01
C -1.9949 -4.9639 1.3124 -0.05 0.05 -0.03
C -3.1190 -4.1603 1.3484 0.20 -0.18 -0.03
F -4.3259 -4.7437 1.3279 -0.12 0.03 0.00
C -3.0599 -2.7819 1.3669 0.15 0.17 -0.04
F -4.2348 -2.1187 1.2757 -0.03 0.07 0.04
H 1.1894 0.4487 4.9327 0.01 -0.03 0.00
H 0.7986 -0.2419 3.3625 0.09 -0.08 0.01
H -0.4438 -0.1410 4.6121 0.03 -0.06 -0.03
H 0.9575 2.2992 3.4066 -0.03 0.02 -0.01
H -0.4332 2.3201 4.4982 -0.02 0.05 -0.04
H -1.5059 2.9929 0.9621 0.04 -0.02 -0.02
H 0.1484 3.2950 1.4909 -0.02 -0.05 -0.06
H -2.3530 4.0752 3.0881 0.00 0.04 0.02
H -1.3585 5.1424 2.0952 -0.02 0.02 0.02
H -0.6787 4.4139 3.5489 -0.01 0.03 0.00
H -2.9013 2.0299 2.8134 0.04 0.06 0.09
H -2.1411 0.8019 3.8060 0.03 0.01 0.01
H -3.1659 0.6088 0.9817 -0.05 0.01 0.04
H -3.4549 -0.3864 2.3939 -0.08 -0.01 -0.07
H -2.0682 -6.0399 1.2851 0.01 0.00 0.01
C -2.9389 3.5482 -3.1083 0.06 0.04 -0.09
C -3.0752 2.7748 -1.9381 -0.03 -0.08 0.14
C -2.0279 2.0169 -1.4954 0.00 0.01 -0.02
C -0.7836 1.9780 -2.1750 0.04 -0.01 -0.13
C 0.3089 1.2089 -1.6534 -0.09 0.37 -0.27
C 1.4454 1.2007 -2.4411 -0.13 -0.03 0.15
C 1.5526 1.8803 -3.6736 0.01 0.07 -0.11
C 0.5182 2.6428 -4.1334 0.06 -0.05 0.02
C -0.6787 2.7191 -3.3850 -0.04 -0.05 0.13
C -1.7711 3.5100 -3.8167 -0.09 0.03 -0.01
H -3.7646 4.1633 -3.4426 0.01 -0.01 -0.03
H -4.0134 2.7807 -1.3961 0.01 0.00 0.00
H -2.1369 1.4044 -0.6044 -0.06 0.02 -0.02
H 2.3292 0.6561 -2.1204 0.05 0.07 0.07
H 2.4699 1.8029 -4.2476 0.00 0.05 0.01
H 0.5942 3.1908 -5.0655 0.01 -0.01 0.00
H -1.6625 4.0878 -4.7279 -0.02 0.00 0.00
N 3.1253 2.0183 1.3274 0.00 -0.01 -0.01
C 2.1660 1.3975 1.1369 1.43 1.07 0.57
```
Forces are in eV/Å.

Output
Charge = 0
HOMO energy = -7.460 eV
Kohn-Sham gap = 6.92 eV